[1]
Density functional theory data (the ωB97M-V functional and the def2-TZVPD basis) for C32H27MoNO8P as an isolated structure.

Results
2S+1 = 4
LUMO (spin up / spin down) = -0.037 / -0.074 eV
HOMO (spin up / spin down) = -7.61 / -8.87 eV
HOMO-LUMO gap (spin up / spin down) = 7.6 / 8.8 eV
net charge = 0
largest force on an atom = 0.77 eV/A
expectation value of S² = 3.761
energy above the lowest of the compared OMol25 structures with the same formula, charge and spin = 0.0 kcal/mol

Each line ends with the Löwdin charge.
CARTESIAN COORDINATES (ANGSTROEM)
Mo -0.131 0.125 0.296  1.550
P -1.650 -1.554 1.267  1.039
O -0.707 1.496 1.786  -0.265
O 0.976 1.692 -0.487  -0.173
O 0.625 -1.120 -1.319  -0.226
O 1.622 -0.392 1.252  -0.238
O -1.823 0.381 -0.910  -0.218
O 2.818 2.615 -1.319  0.083
O -2.031 -0.433 -2.969  0.069
O 3.819 -0.084 1.285  0.087
N 0.102 2.521 2.075  -0.162
C 0.908 -4.860 3.183  -0.080
C 0.810 -3.599 3.758  -0.068
C -2.975 -1.716 -1.222  -0.117
C 1.147 -0.328 -2.443  -0.223
C -2.799 -0.893 2.511  -0.339
C -2.216 -0.511 -1.769  -0.601
C 2.396 0.314 -1.818  -0.086
C -2.820 -2.256 0.059  -0.277
C 1.846 -1.896 -1.088  -0.224
C 1.508 -1.437 -3.412  -0.081
C -3.634 -3.317 0.460  -0.093
C 0.184 -5.154 2.039  -0.079
C -3.007 -1.485 3.750  -0.083
C -3.530 0.235 2.149  -0.093
C -4.661 0.181 4.270  -0.083
C 2.196 3.394 2.677  -0.002
C 1.684 4.676 2.605  -0.038
C -4.703 -3.343 -1.684  -0.062
C 2.854 -0.787 -0.789  -0.089
C -4.461 0.765 3.025  -0.072
C 2.091 -2.512 -2.462  -0.080
C -4.571 -3.859 -0.401  -0.071
C 2.080 1.664 -1.181  -0.583
C 0.349 4.853 2.269  -0.025
C 1.382 2.312 2.408  0.011
C -0.428 3.751 1.999  0.011
C -3.936 -0.944 4.631  -0.078
C 2.804 -0.371 0.688  -0.580
C -3.908 -2.285 -2.087  -0.013
C -0.650 -4.197 1.474  -0.088
C -0.013 -2.641 3.193  -0.112
C -0.772 -2.938 2.059  -0.355
H -5.033 1.637 2.736  0.105
H 0.601 -1.790 -3.901  0.121
H 1.575 -3.464 -2.568  0.117
H 3.156 -2.682 -2.616  0.121
H -5.385 0.600 4.955  0.102
H 2.315 5.531 2.803  0.115
H 3.879 -1.096 -0.988  0.157
H -2.454 -2.371 4.036  0.098
H -0.095 5.835 2.194  0.115
H -1.200 -4.436 0.576  0.101
H -3.994 -1.868 -3.080  0.119
H 2.213 -1.102 -4.172  0.123
H -5.433 -3.761 -2.364  0.106
H -3.368 0.691 1.176  0.101
H 1.558 -5.606 3.621  0.104
H -4.093 -1.409 5.595  0.103
H -3.535 -3.720 1.460  0.111
H -1.465 3.776 1.701  0.147
H 3.168 0.477 -2.569  0.158
H -0.053 -1.648 3.625  0.114
H 0.269 -6.129 1.578  0.104
H 1.704 1.280 2.430  0.117
H -5.196 -4.679 -0.073  0.105
H 0.368 0.357 -2.771  0.154
H 1.666 -2.595 -0.274  0.159
H 3.230 3.202 2.920  0.125
H 1.391 -3.356 4.637  0.108

=====

[2]
Density functional theory data (the ωB97M-V functional and the def2-TZVPD basis) for C32H27N10PbS2Se as an isolated structure.

Results
2S+1 = 2
LUMO (spin up / spin down) = -5.552 / -7.365 eV
HOMO (spin up / spin down) = -13.32 / -13.32 eV
HOMO-LUMO gap (spin up / spin down) = 7.8 / 6.0 eV
net charge = +2
largest force on an atom = 0.47 eV/A
expectation value of S² = 0.762

Each line ends with the Löwdin charge.
CARTESIAN COORDINATES (ANGSTROEM)
Pb 0.469 0.542 -0.241  1.250
Se -5.221 6.332 -2.075  1.199
S 3.454 0.814 -0.206  0.589
S 1.386 3.720 -3.386  0.806
N 1.824 -0.916 -2.039  -0.042
N -0.412 -1.940 -0.784  -0.001
N 0.131 -0.037 2.369  0.061
N -4.876 4.719 -2.735  -0.213
N -1.734 1.232 -1.625  0.007
N -0.737 2.833 0.365  -0.011
N 0.505 -0.781 4.687  -0.086
N 4.773 0.753 -2.484  0.132
N -3.957 6.215 -0.833  -0.212
N 2.819 -0.319 -2.633  0.068
C -3.899 4.217 -2.026  -0.342
C 2.255 -3.007 -3.213  -0.206
C 0.303 -0.385 3.465  -0.260
C 3.449 -5.076 -3.494  -0.050
C -0.741 4.843 1.658  -0.014
C -3.246 0.819 -3.435  -0.014
C 3.775 -4.702 -4.790  -0.050
C -3.390 5.045 -0.973  -0.342
C -1.059 -0.674 6.580  -0.174
C -0.435 -3.741 -2.355  0.023
C -2.283 2.447 -1.449  -0.156
C -1.752 3.306 -0.375  -0.157
C 3.680 0.411 -1.811  -0.891
C -2.299 4.572 -0.134  -0.073
C -0.536 -1.518 5.428  -0.126
C -3.335 2.896 -2.258  -0.072
C 3.340 -3.485 -5.300  -0.053
C -0.252 3.578 1.348  -0.121
C 0.156 -2.611 -1.806  -0.220
C 1.114 0.593 6.631  -0.174
C 1.098 2.555 -2.470  -0.635
C -1.776 5.345 0.904  0.034
C -2.198 -3.526 -0.760  -0.017
C 2.675 -4.237 -2.708  -0.030
C 1.440 -2.112 -2.366  -0.134
C 0.088 -0.178 7.457  -0.192
C -1.548 -2.395 -0.277  -0.123
C 1.631 -0.256 5.480  -0.125
C 2.594 -2.627 -4.511  -0.029
C -1.634 -4.201 -1.824  -0.011
C -3.817 2.060 -3.266  0.034
C -2.206 0.452 -2.589  -0.123
H -1.322 -1.794 4.727  0.126
H -2.199 6.322 1.097  0.129
H 5.530 1.217 -2.009  0.117
H 0.562 3.147 1.920  0.110
H -1.765 -1.268 7.161  0.121
H 4.898 0.434 -3.433  0.126
H -1.960 -1.832 0.553  0.116
H 3.790 -6.022 -3.098  0.116
H 2.266 -1.673 -4.902  0.115
H 1.958 0.904 7.248  0.121
H 0.660 1.503 6.227  0.119
H -3.122 -3.855 -0.309  0.121
H 3.586 -3.205 -6.315  0.115
H -0.298 0.451 8.258  0.118
H 2.189 -1.118 5.856  0.133
H 4.369 -5.363 -5.408  0.117
H -0.076 -2.438 5.799  0.133
H 0.030 -4.252 -3.185  0.128
H -1.736 -0.520 -2.694  0.101
H 0.575 -1.032 7.939  0.122
H 2.288 0.301 4.814  0.127
H -4.630 2.403 -3.892  0.129
H -2.111 -5.079 -2.239  0.127
H -1.614 0.178 6.175  0.120
H 2.410 -4.530 -1.700  0.127
H -3.588 0.139 -4.202  0.119
H -0.309 5.408 2.471  0.120

=====

[3]
Density functional theory data (the ωB97M-V functional and the def2-TZVPD basis) for C32H27N2NiO7P2S as an isolated structure.

Results
2S+1 = 3
LUMO (spin up / spin down) = 2.497 / 2.491 eV
HOMO (spin up / spin down) = -5.88 / -6.00 eV
HOMO-LUMO gap (spin up / spin down) = 8.4 / 8.5 eV
net charge = -1
largest force on an atom = 2.15 eV/A
expectation value of S² = 2.006
energy above the lowest of the compared OMol25 structures with the same formula, charge and spin = 13.5 kcal/mol

Each line ends with the Löwdin charge.
CARTESIAN COORDINATES (ANGSTROEM)
Ni -0.340 -1.956 -0.937  0.468
S 0.948 -3.786 0.171  0.429
P -0.811 0.044 0.072  1.003
P 2.209 0.346 0.692  1.051
O 0.810 -2.424 0.753  -0.409
O 2.142 -4.485 0.566  -0.313
O -2.320 -2.833 -0.904  -0.106
O 1.021 -0.546 -1.905  -0.151
O 1.530 0.371 -3.888  0.027
O 0.728 -3.724 -1.288  -0.328
O -3.892 -3.702 -2.247  0.023
N -1.008 -1.812 -2.869  0.105
N 0.543 0.888 0.711  -0.342
C -2.418 -2.660 -4.559  0.007
C -2.850 -3.090 -2.035  -0.606
C -0.439 -4.691 0.861  -0.128
C 2.465 -0.188 2.442  -0.397
C -3.606 0.174 3.082  -0.087
C -2.018 0.622 1.329  -0.334
C 4.106 -1.053 3.993  -0.091
C -1.400 1.055 -1.332  -0.353
C 3.905 3.967 -0.202  -0.095
C -2.243 1.989 1.486  -0.088
C 3.363 2.691 -0.256  -0.105
C 3.988 4.635 1.012  -0.107
C -2.375 2.227 -3.649  -0.094
C 2.970 2.750 2.107  -0.097
C -2.074 -2.515 -3.225  -0.154
C -0.657 2.034 -1.975  -0.087
C -0.547 -1.262 -5.117  0.010
C -0.252 -1.194 -3.766  -0.145
C -2.634 0.662 -1.852  -0.101
C -2.700 -0.283 2.134  -0.079
C 3.511 4.026 2.164  -0.097
C 2.896 2.063 0.898  -0.359
C 1.461 -0.542 3.337  -0.099
C -1.635 -2.027 -5.515  -0.046
C -1.143 2.610 -3.140  -0.078
C -3.836 1.533 3.225  -0.096
C 3.790 -0.450 2.787  -0.112
C 0.889 -0.380 -3.162  -0.608
C 3.096 -1.407 4.876  -0.102
C 1.775 -1.145 4.545  -0.090
C -3.151 2.443 2.428  -0.084
C -3.123 1.251 -3.004  -0.083
H -4.142 -0.530 3.705  0.100
H 3.301 2.160 -1.201  0.102
H -1.350 -4.235 0.476  0.033
H -0.378 -4.592 1.942  0.062
H -3.337 3.504 2.536  0.100
H -0.359 -5.729 0.553  0.065
H 0.980 -1.430 5.224  0.098
H 2.618 2.276 3.017  0.099
H 4.430 5.623 1.062  0.094
H 4.272 4.442 -1.103  0.098
H -0.545 3.341 -3.669  0.103
H 5.139 -1.269 4.237  0.098
H -1.711 2.692 0.855  0.109
H -1.870 -2.123 -6.568  0.102
H -3.279 -3.258 -4.821  0.114
H 3.566 4.547 3.112  0.096
H 3.338 -1.903 5.808  0.094
H 0.419 -0.395 3.076  0.088
H 0.317 2.304 -1.585  0.101
H -3.177 -0.138 -1.357  0.109
H 4.575 -0.195 2.083  0.106
H -4.558 1.888 3.950  0.097
H -4.071 0.928 -3.416  0.102
H 0.331 1.268 1.627  0.037
H -2.524 -1.344 1.998  0.108
H -2.743 2.673 -4.565  0.095
H 0.080 -0.730 -5.818  0.115

=====

Which of these has the highest expectation value of S²?
C32H27MoNO8P

=====

What is the 2S+1 in the first record?
4

=====

Number 1 is which compound?
C32H27MoNO8P

=====

net charge of number 2 (C32H27N10PbS2Se)?
+2